1.
Below is a molecular structure, C22H22IN2O3STeW, with properties calculated with ωB97M-V/def2-TZVPD.

## Properties
- energy relative to the best compared isomer or geometry (same formula, charge and spin) (kJ/mol) = 0.0
- HOMO level (spin up / spin down) (eV) = -10.7 / -10.6
- lowest unoccupied orbital energy (spin up / spin down) (eV) = -3.69 / -4.57

```
! wB97M-V def2-TZVPD RIJCOSX def2/J DEFGRID3
* xyz 1 3
W 2.046 1.187 -1.141
C -2.096 2.411 -2.352
C -2.069 2.006 -0.911
N -3.197 1.988 -0.223
C -3.173 1.636 1.067
C -2.029 1.292 1.754
C -2.089 0.877 3.196
O -1.606 -0.466 3.280
C -0.816 1.302 1.046
C 0.444 0.956 1.679
N 1.513 0.892 0.983
C 2.828 0.618 1.412
C 3.328 0.205 2.635
C 4.701 0.014 2.704
C 5.517 0.231 1.593
C 4.989 0.652 0.377
C 3.614 0.836 0.286
I 2.218 1.357 -3.813
C -0.856 1.647 -0.298
O 0.238 1.633 -1.090
H -3.129 2.522 -2.671
H -1.587 1.676 -2.977
H -1.577 3.361 -2.490
H -4.133 1.633 1.573
H -3.120 0.947 3.549
H -1.479 1.547 3.812
H -1.793 -0.809 4.161
H 0.475 0.759 2.746
H 2.695 0.037 3.497
H 5.145 -0.305 3.638
H 6.584 0.076 1.684
H 5.640 0.828 -0.470
Te 3.441 3.436 -1.101
C -4.252 -1.231 -0.678
C -2.810 -1.379 -1.066
C -1.835 -1.687 -0.115
C -0.509 -1.833 -0.480
C -0.156 -1.669 -1.815
C -1.101 -1.343 -2.779
C -2.424 -1.205 -2.395
S 1.528 -1.763 -2.328
C 2.010 -3.375 -1.746
O 2.293 -0.870 -1.288
H -4.380 -1.291 0.401
H -4.848 -2.023 -1.135
H -4.647 -0.275 -1.023
H -2.113 -1.797 0.926
H 0.241 -2.051 0.272
H -0.803 -1.190 -3.809
H -3.171 -0.949 -3.137
H 1.805 -3.457 -0.681
H 3.073 -3.487 -1.947
H 1.437 -4.106 -2.315
*
```

The computed natural (NBO) charges, all in e, follow: number 1, W, carries 1.255; number 2, C, carries -0.655; number 3, C, carries 0.222; number 4, N, carries -0.389; number 5, C, carries 0.032; number 6, C, carries -0.034; number 7, C, carries -0.094; number 8, O, carries -0.736; number 9, C, carries -0.123; number 10, C, carries 0.182; number 11, N, carries -0.503; number 12, C, carries 0.150; number 13, C, carries -0.237; number 14, C, carries -0.184; number 15, C, carries -0.185; number 16, C, carries -0.202; number 17, C, carries -0.328; number 18, I, carries -0.147; number 19, C, carries 0.286; number 20, O, carries -0.667; number 21, H, carries 0.245; number 22, H, carries 0.230; number 23, H, carries 0.243; number 24, H, carries 0.207; number 25, H, carries 0.195; number 26, H, carries 0.179; number 27, H, carries 0.487; number 28, H, carries 0.217; number 29, H, carries 0.223; number 30, H, carries 0.230; number 31, H, carries 0.231; number 32, H, carries 0.233; number 33, Te, carries 0.173; number 34, C, carries -0.649; number 35, C, carries 0.056; number 36, C, carries -0.223; number 37, C, carries -0.144; number 38, C, carries -0.351; number 39, C, carries -0.167; number 40, C, carries -0.213; number 41, S, carries 1.285; number 42, C, carries -0.792; number 43, O, carries -0.957; number 44, H, carries 0.222; number 45, H, carries 0.240; number 46, H, carries 0.244; number 47, H, carries 0.241; number 48, H, carries 0.222; number 49, H, carries 0.242; number 50, H, carries 0.234; number 51, H, carries 0.249; number 52, H, carries 0.264; number 53, H, carries 0.259

***

2.
Below is a molecular structure, C22H22IO6S5Y at a distorted geometry, with properties calculated with ωB97M-V/def2-TZVPD.

## Properties
- energy relative to the best compared isomer or geometry (same formula, charge and spin) (kJ/mol) = 195.0
- HOMO level (eV) = -8.0
- lowest unoccupied orbital energy (eV) = 0.25

```
! wB97M-V def2-TZVPD RIJCOSX def2/J DEFGRID3
* xyz 0 1
Y -0.580 0.054 -0.822
C 0.860 -1.153 3.631
C -0.542 -0.597 3.483
S -0.792 0.680 2.184
C 0.317 2.052 2.656
C 1.804 1.927 2.342
S 2.164 1.167 0.702
C 3.547 0.027 1.102
C 3.272 -1.041 2.152
S 1.584 -1.758 2.051
H 0.828 -2.003 4.316
H 1.528 -0.400 4.041
H -0.871 -0.181 4.436
H -1.243 -1.373 3.175
H 0.177 2.234 3.722
H -0.114 2.877 2.087
H 2.330 1.339 3.087
H 2.223 2.935 2.326
H 4.425 0.606 1.392
H 3.722 -0.431 0.128
H 3.405 -0.655 3.162
H 3.974 -1.866 2.015
O 1.312 -0.310 -4.289
S 0.799 0.381 -3.145
O -0.659 0.233 -2.955
O 1.410 -0.049 -1.855
C 1.281 2.110 -3.304
C 2.286 2.323 -4.236
C 2.883 3.566 -4.351
C 2.467 4.610 -3.537
C 1.438 4.403 -2.632
C 0.848 3.152 -2.507
S -0.521 3.027 -1.339
O -1.674 2.558 -2.072
O -0.641 4.308 -0.696
O -0.124 1.985 -0.335
H 2.574 1.487 -4.854
H 3.676 3.715 -5.067
H 2.937 5.580 -3.597
H 1.069 5.199 -2.004
I -3.481 0.754 -0.452
C -3.871 -1.390 -0.224
C -5.194 -1.742 -0.156
C -5.558 -3.075 0.067
C -4.582 -4.019 0.198
C -3.218 -3.678 0.075
C -2.240 -4.691 0.146
C -0.919 -4.389 0.014
C -0.522 -3.056 -0.190
C -1.409 -1.988 -0.260
C -2.803 -2.321 -0.135
H -5.950 -0.982 -0.264
H -6.602 -3.336 0.144
H -4.834 -5.052 0.393
H -2.570 -5.709 0.290
H -0.170 -5.168 0.051
H 0.545 -2.881 -0.291
*
```

The computed natural (NBO) charges, all in e, follow: number 1, Y, carries 1.744; number 2, C, carries -0.523; number 3, C, carries -0.525; number 4, S, carries 0.252; number 5, C, carries -0.537; number 6, C, carries -0.538; number 7, S, carries 0.275; number 8, C, carries -0.544; number 9, C, carries -0.532; number 10, S, carries 0.214; number 11, H, carries 0.229; number 12, H, carries 0.208; number 13, H, carries 0.225; number 14, H, carries 0.242; number 15, H, carries 0.226; number 16, H, carries 0.256; number 17, H, carries 0.207; number 18, H, carries 0.232; number 19, H, carries 0.222; number 20, H, carries 0.238; number 21, H, carries 0.212; number 22, H, carries 0.234; number 23, O, carries -0.916; number 24, S, carries 2.377; number 25, O, carries -1.002; number 26, O, carries -1.018; number 27, C, carries -0.233; number 28, C, carries -0.194; number 29, C, carries -0.195; number 30, C, carries -0.187; number 31, C, carries -0.172; number 32, C, carries -0.340; number 33, S, carries 2.420; number 34, O, carries -0.941; number 35, O, carries -0.951; number 36, O, carries -1.108; number 37, H, carries 0.255; number 38, H, carries 0.223; number 39, H, carries 0.223; number 40, H, carries 0.255; number 41, I, carries 0.274; number 42, C, carries -0.048; number 43, C, carries -0.270; number 44, C, carries -0.214; number 45, C, carries -0.201; number 46, C, carries 0.021; number 47, C, carries -0.203; number 48, C, carries -0.221; number 49, C, carries -0.208; number 50, C, carries -0.579; number 51, C, carries -0.137; number 52, H, carries 0.223; number 53, H, carries 0.219; number 54, H, carries 0.210; number 55, H, carries 0.205; number 56, H, carries 0.211; number 57, H, carries 0.204

***

3.
Below is a molecular structure, C22H22MnN8O7S, with properties calculated with ωB97M-V/def2-TZVPD.

## Properties
- energy relative to the best compared isomer or geometry (same formula, charge and spin) (kJ/mol) = 0.0
- HOMO level (spin up / spin down) (eV) = -8.0 / -7.4
- lowest unoccupied orbital energy (spin up / spin down) (eV) = -0.24 / -0.25

```
! wB97M-V def2-TZVPD RIJCOSX def2/J DEFGRID3
* xyz 0 2
Mn 1.333 -0.218 -0.136
N -2.232 3.887 5.130
C -1.201 3.039 4.745
C -0.213 3.480 3.861
C 0.781 2.618 3.436
C 0.798 1.303 3.887
C -0.172 0.854 4.774
C -1.167 1.718 5.196
S 1.977 0.168 3.240
O 3.098 0.949 2.748
O 2.225 -0.828 4.239
N 1.300 -0.435 1.924
C 0.276 -1.325 1.903
N -0.390 -1.801 2.949
C -1.380 -2.647 2.660
C -1.729 -3.007 1.371
C -0.997 -2.437 0.337
N -0.001 -1.608 0.595
H -2.045 4.872 5.041
H -2.691 3.654 5.995
H -0.228 4.503 3.506
H 1.540 2.958 2.744
H -0.146 -0.172 5.113
H -1.926 1.369 5.887
H -1.925 -3.045 3.509
H -2.538 -3.695 1.177
H -1.201 -2.616 -0.712
N 3.168 0.757 -0.150
N 3.343 -0.670 -0.087
H 3.755 1.188 -0.854
H 3.347 1.136 0.781
H 3.969 -0.948 0.661
H 3.663 -1.015 -0.985
O -0.591 -1.253 -2.479
C 0.546 -0.944 -2.838
O 1.486 -0.517 -2.092
C 0.896 -1.077 -4.311
C 2.115 -0.628 -4.805
C 2.417 -0.750 -6.152
C 1.479 -1.330 -6.985
C 0.258 -1.787 -6.524
C -0.028 -1.652 -5.176
N 1.794 -1.467 -8.422
O 2.874 -1.063 -8.803
O 0.955 -1.975 -9.137
H 2.822 -0.177 -4.123
H 3.355 -0.406 -6.560
H -0.443 -2.234 -7.214
H -0.971 -1.990 -4.771
O -0.150 1.183 -0.245
N -1.385 0.895 0.122
C -2.276 0.508 -0.804
C -3.571 0.210 -0.439
C -3.952 0.301 0.891
C -3.011 0.699 1.827
C -1.729 0.996 1.418
H -1.875 0.416 -1.801
H -4.263 -0.103 -1.206
H -4.962 0.062 1.192
H -3.247 0.785 2.878
H -0.934 1.314 2.076
*
```

The computed natural (NBO) charges, all in e, follow: number 1, Mn, carries 0.980; number 2, N, carries -0.796; number 3, C, carries 0.170; number 4, C, carries -0.271; number 5, C, carries -0.163; number 6, C, carries -0.412; number 7, C, carries -0.158; number 8, C, carries -0.247; number 9, S, carries 2.368; number 10, O, carries -1.005; number 11, O, carries -0.933; number 12, N, carries -0.964; number 13, C, carries 0.573; number 14, N, carries -0.500; number 15, C, carries 0.096; number 16, C, carries -0.356; number 17, C, carries 0.110; number 18, N, carries -0.514; number 19, H, carries 0.382; number 20, H, carries 0.381; number 21, H, carries 0.214; number 22, H, carries 0.242; number 23, H, carries 0.257; number 24, H, carries 0.206; number 25, H, carries 0.195; number 26, H, carries 0.226; number 27, H, carries 0.241; number 28, N, carries -0.634; number 29, N, carries -0.613; number 30, H, carries 0.372; number 31, H, carries 0.422; number 32, H, carries 0.387; number 33, H, carries 0.387; number 34, O, carries -0.723; number 35, C, carries 0.775; number 36, O, carries -0.777; number 37, C, carries -0.044; number 38, C, carries -0.206; number 39, C, carries -0.189; number 40, C, carries 0.015; number 41, C, carries -0.201; number 42, C, carries -0.188; number 43, N, carries 0.534; number 44, O, carries -0.379; number 45, O, carries -0.377; number 46, H, carries 0.230; number 47, H, carries 0.245; number 48, H, carries 0.248; number 49, H, carries 0.240; number 50, O, carries -0.596; number 51, N, carries 0.066; number 52, C, carries 0.039; number 53, C, carries -0.222; number 54, C, carries -0.173; number 55, C, carries -0.220; number 56, C, carries 0.023; number 57, H, carries 0.274; number 58, H, carries 0.235; number 59, H, carries 0.227; number 60, H, carries 0.240; number 61, H, carries 0.259

***

4.
Below is a single C22H22N2O2 molecule, with properties calculated with ωB97M-V/def2-TZVPD.

## Properties
- energy relative to the best compared isomer or geometry (same formula, charge and spin) (kJ/mol) = 85.6
- HOMO level (eV) = -8.6
- SMILES string = CC[C@@H](Oc1ccccc1)C(=O)N(Cc1ccccc1)c1ccccn1
- lowest unoccupied orbital energy (eV) = 0.78

```
! wB97M-V def2-TZVPD RIJCOSX def2/J DEFGRID3
* xyz 0 1
C 0.109 4.135 -2.353
C 0.973 3.242 -1.472
H 1.695 3.842 -0.916
H 1.512 2.517 -2.083
C 0.124 2.466 -0.456
H -0.477 3.184 0.124
C 1.054 1.770 0.539
O 1.409 2.345 1.551
N 1.442 0.505 0.252
C 1.163 -0.188 -0.948
N 1.754 0.264 -2.043
C 1.552 -0.378 -3.180
C 0.773 -1.519 -3.280
C 0.174 -2.003 -2.127
C 0.367 -1.332 -0.933
H -0.097 -1.668 -0.020
H -0.445 -2.888 -2.156
H 0.639 -2.012 -4.230
H 2.048 0.045 -4.044
C 2.304 -0.197 1.203
C 1.545 -1.239 1.978
C 1.781 -2.594 1.783
C 1.044 -3.539 2.476
C 0.061 -3.139 3.364
C -0.176 -1.789 3.567
C 0.565 -0.844 2.882
H 0.394 0.209 3.045
H -0.936 -1.474 4.266
H -0.518 -3.877 3.899
H 1.236 -4.591 2.318
H 2.543 -2.909 1.085
H 3.133 -0.649 0.650
H 2.692 0.570 1.879
O -0.725 1.591 -1.170
C -1.651 0.864 -0.486
C -1.829 0.887 0.892
C -2.780 0.067 1.476
C -3.560 -0.775 0.705
C -3.393 -0.788 -0.671
C -2.448 0.023 -1.265
H -2.300 0.024 -2.334
H -4.001 -1.435 -1.285
H -4.295 -1.414 1.170
H -2.906 0.090 2.548
H -1.235 1.533 1.518
H 0.727 4.647 -3.086
H -0.631 3.536 -2.877
H -0.409 4.882 -1.755
*
```

The computed natural (NBO) charges, all in e, follow: number 1, C, carries -0.605; number 2, C, carries -0.415; number 3, H, carries 0.217; number 4, H, carries 0.241; number 5, C, carries 0.005; number 6, H, carries 0.205; number 7, C, carries 0.695; number 8, O, carries -0.634; number 9, N, carries -0.482; number 10, C, carries 0.382; number 11, N, carries -0.441; number 12, C, carries 0.042; number 13, C, carries -0.267; number 14, C, carries -0.152; number 15, C, carries -0.258; number 16, H, carries 0.244; number 17, H, carries 0.220; number 18, H, carries 0.221; number 19, H, carries 0.194; number 20, C, carries -0.242; number 21, C, carries -0.051; number 22, C, carries -0.158; number 23, C, carries -0.230; number 24, C, carries -0.214; number 25, C, carries -0.204; number 26, C, carries -0.202; number 27, H, carries 0.225; number 28, H, carries 0.213; number 29, H, carries 0.213; number 30, H, carries 0.213; number 31, H, carries 0.203; number 32, H, carries 0.207; number 33, H, carries 0.257; number 34, O, carries -0.523; number 35, C, carries 0.391; number 36, C, carries -0.335; number 37, C, carries -0.175; number 38, C, carries -0.248; number 39, C, carries -0.199; number 40, C, carries -0.272; number 41, H, carries 0.223; number 42, H, carries 0.214; number 43, H, carries 0.214; number 44, H, carries 0.213; number 45, H, carries 0.230; number 46, H, carries 0.211; number 47, H, carries 0.213; number 48, H, carries 0.201

***

The highest energy relative to the best compared isomer or geometry (same formula, charge and spin) belongs to which entry?
C22H22IO6S5Y